1.
The following is a DFT calculation (wB97M-V/def2-TZVPD) of a structure of composition C45H24F3I4N4O3RuS.

Structure (XYZ):
```
85
Properties=species:S:1:pos:R:3:mulliken_spin:R:1
Ru 0.006 -0.747 1.269 2.958
I 1.724 -9.647 -2.361 0.000
C 1.361 -7.788 -1.482 0.006
C 0.923 -6.731 -2.265 0.000
C 0.681 -5.499 -1.675 0.027
C 0.875 -5.313 -0.309 0.038
C 1.320 -6.386 0.459 0.020
C 1.562 -7.623 -0.119 0.000
C 0.603 -3.988 0.309 0.066
C 1.679 -3.264 0.830 0.057
C 3.030 -3.692 0.815 0.199
C 3.769 -2.715 1.442 -0.015
C 2.872 -1.698 1.804 0.294
C 3.270 -0.440 2.417 0.070
C 4.692 -0.334 2.841 0.039
C 5.170 -1.118 3.888 0.023
C 6.492 -1.028 4.295 0.003
C 7.349 -0.154 3.640 0.006
I 9.342 -0.019 4.244 0.001
C 6.895 0.625 2.589 -0.002
C 5.567 0.531 2.193 0.016
C 2.456 0.632 2.561 0.054
N 1.111 0.707 2.183 -0.021
C 0.704 1.976 2.430 0.158
C -0.580 2.492 2.223 0.091
C -0.754 3.964 2.332 0.046
C -1.442 4.546 3.391 0.014
C -1.582 5.924 3.472 0.002
C -1.030 6.722 2.482 0.002
I -1.232 8.798 2.601 0.000
C -0.346 6.159 1.414 0.002
C -0.209 4.781 1.344 0.014
C -1.686 1.710 1.893 0.058
C -3.004 2.198 1.715 0.191
C -3.800 1.114 1.425 -0.010
C -2.955 -0.004 1.367 0.281
N -1.672 0.345 1.670 -0.139
C -3.393 -1.329 0.964 0.105
C -2.562 -2.359 0.684 -0.022
C -2.974 -3.673 0.232 0.085
C -1.861 -4.392 0.008 -0.048
C -0.730 -3.553 0.353 0.224
N -1.167 -2.340 0.763 -0.018
C -4.859 -1.516 0.790 0.051
C -5.702 -1.501 1.899 0.023
C -7.068 -1.680 1.751 0.001
C -7.598 -1.863 0.481 0.006
I -9.656 -2.128 0.252 0.000
C -6.777 -1.866 -0.634 -0.003
C -5.409 -1.691 -0.475 0.019
C 1.795 2.744 2.991 -0.046
C 2.852 1.920 3.095 0.094
N 1.601 -2.027 1.444 -0.088
H 0.774 -6.862 -3.328 0.000
H 0.347 -4.667 -2.283 -0.002
H 1.469 -6.252 1.524 -0.003
H 1.900 -8.450 0.489 0.001
H 3.390 -4.608 0.378 0.010
H 4.834 -2.700 1.602 0.001
H 4.499 -1.801 4.394 -0.004
H 6.850 -1.634 5.116 0.000
H 7.567 1.299 2.076 0.000
H 5.208 1.129 1.364 0.001
H -1.868 3.916 4.163 -0.003
H -2.114 6.369 4.301 0.000
H 0.074 6.786 0.640 0.000
H 0.307 4.324 0.507 -0.003
H -3.302 3.230 1.799 0.009
H -4.857 1.113 1.223 0.001
H -3.998 -3.987 0.117 0.006
H -1.787 -5.412 -0.330 0.002
H -5.283 -1.355 2.887 -0.002
H -7.713 -1.680 2.619 0.000
H -7.195 -1.998 -1.622 0.000
H -4.760 -1.679 -1.342 0.000
H 1.728 3.778 3.286 0.002
H 3.825 2.143 3.498 0.008
F -0.352 1.538 -3.716 0.001
C 0.499 0.665 -3.180 0.009
F 0.310 -0.523 -3.763 0.000
F 1.743 1.068 -3.440 0.000
S 0.224 0.544 -1.370 -0.070
O -1.152 0.099 -1.239 0.028
O 1.178 -0.483 -0.925 0.067
O 0.501 1.866 -0.865 0.008
```

Properties
Spin multiplicity   6
Gap between HOMO and LUMO (alpha / beta)   0.1716 / 0.1756 Eh

***

2.
The following is a DFT calculation (wB97M-V/def2-TZVPD) of a structure of composition C45H32F9N4O5PRuS at a distorted geometry.

Structure (XYZ):
```
98
Properties=species:S:1:pos:R:3:mulliken_spin:R:1
Ru -1.213 20.660 6.778 3.483
C 4.137 20.893 8.594 0.083
C 3.148 19.969 8.296 -0.047
C 1.864 20.393 8.007 0.121
C 1.471 21.742 8.042 -0.225
C 2.453 22.645 8.420 0.115
C 3.799 22.217 8.675 -0.040
N 0.124 22.134 7.798 0.310
N -0.176 23.314 8.342 0.588
C -1.382 23.873 7.970 -0.033
C -2.267 24.159 8.998 0.067
C -3.497 24.734 8.833 -0.010
C -4.003 24.925 7.552 0.031
C -3.096 24.792 6.505 -0.013
C -1.792 24.338 6.683 0.043
H 5.165 20.565 8.797 0.004
H 3.307 18.926 8.164 0.000
H 1.114 19.653 7.757 0.055
H 2.097 23.679 8.536 0.015
H 4.550 22.924 8.954 -0.001
H -1.915 23.921 9.985 0.001
H -4.043 25.027 9.699 -0.001
H -4.978 25.349 7.404 0.002
H -3.381 24.995 5.474 0.002
C -3.141 20.159 11.098 0.002
C -2.789 18.916 11.565 -0.002
C -1.926 18.090 10.798 0.003
C -1.424 18.669 9.617 0.035
N -1.743 19.856 9.169 0.033
C -2.627 20.586 9.880 -0.006
C -0.474 17.967 8.736 -0.013
C 0.522 17.132 9.273 -0.003
C 1.401 16.511 8.405 0.004
C 1.220 16.684 7.058 -0.001
C 0.180 17.468 6.589 -0.019
N -0.620 18.166 7.429 0.062
H -3.805 20.803 11.647 0.000
H -3.172 18.586 12.524 0.000
H -1.638 17.076 11.025 0.000
H -2.946 21.493 9.374 0.001
H 0.666 16.985 10.364 0.000
H 2.213 15.868 8.759 0.000
H 1.819 16.119 6.305 0.001
H 0.051 17.597 5.536 0.020
O -3.424 18.793 4.665 0.005
S -3.428 20.155 5.197 0.004
O -2.145 20.918 4.776 0.129
O -3.294 20.075 6.726 0.127
O -4.619 20.816 4.826 0.013
C 0.581 24.377 5.717 0.022
C -0.895 24.583 5.496 -0.025
O -1.289 25.066 4.471 0.016
H 1.174 24.712 4.861 0.000
H 0.893 23.377 6.017 -0.015
H 0.878 25.037 6.562 -0.005
F -1.847 15.715 0.765 0.000
C -0.673 16.278 0.574 0.000
F 0.244 15.257 0.561 0.000
F -0.632 16.776 -0.700 0.000
C -0.286 17.301 1.572 0.000
C 0.986 17.903 1.447 0.001
C 1.362 18.856 2.349 -0.001
C 0.520 19.218 3.404 0.010
C -0.695 18.563 3.582 0.010
C -1.152 17.679 2.595 0.000
P 0.884 20.590 4.568 0.005
C 2.677 20.372 4.869 -0.001
C 3.194 19.046 4.954 0.012
C 4.502 18.823 5.193 -0.001
C 5.336 19.948 5.351 0.004
C 4.862 21.246 5.302 -0.003
C 3.516 21.430 5.123 0.005
C 6.794 19.662 5.532 0.000
F 7.053 19.022 6.701 0.000
F 7.260 18.829 4.594 0.000
F 7.581 20.747 5.521 0.000
C 0.946 21.898 3.279 0.030
C 2.075 22.325 2.604 -0.006
C 2.000 23.388 1.709 0.000
C 0.780 23.992 1.475 0.001
C -0.366 23.535 2.098 0.001
C -0.278 22.514 3.000 0.007
C 0.744 25.128 0.505 0.000
F 1.588 25.040 -0.495 0.000
F -0.548 25.289 -0.032 0.000
F 1.035 26.319 1.142 0.000
H 1.653 17.668 0.579 0.000
H 2.333 19.338 2.115 0.000
H -1.336 18.753 4.432 -0.002
H -2.159 17.202 2.673 0.000
H 2.517 18.247 4.823 0.003
H 4.886 17.820 5.267 0.000
H 5.515 22.086 5.458 -0.001
H 3.174 22.472 5.103 0.010
H 3.016 21.832 2.829 0.001
H 2.976 23.746 1.277 0.000
H -1.286 24.049 1.951 0.000
H -1.142 22.218 3.566 -0.021
```

Properties
Charge   -1
ΔE to the lowest compared entry with this formula, charge and spin   0.230 eV
Spin multiplicity   6
Gap between HOMO and LUMO (alpha / beta)   0.2126 / 0.2675 Eh

***

3.
The following is a DFT calculation (wB97M-V/def2-TZVPD) of a structure of composition C45H38MoNO6P2S2Si.

Structure (XYZ):
```
96
Properties=species:S:1:pos:R:3:mulliken_spin:R:1
Mo -0.544 -0.840 -0.357 2.128
C 0.353 2.485 1.219 0.014
Si -1.128 1.369 0.939 -0.066
C -1.888 1.004 2.619 -0.010
C -2.114 1.996 3.583 0.002
C -2.810 1.705 4.742 0.000
C -3.300 0.419 4.968 0.001
C -3.066 -0.579 4.043 -0.007
C -2.352 -0.277 2.882 0.025
P -1.885 -1.552 1.694 -0.090
C -3.425 -2.405 1.291 -0.049
C -3.892 -3.519 1.981 -0.005
C -5.130 -4.059 1.661 0.001
C -5.903 -3.486 0.664 -0.001
C -5.445 -2.366 -0.018 0.008
C -4.209 -1.829 0.293 0.019
C -0.815 -2.661 2.664 0.015
C -0.040 -2.105 3.682 0.004
C 0.871 -2.887 4.378 0.002
C 1.015 -4.231 4.064 -0.002
C 0.248 -4.789 3.051 0.002
C -0.657 -4.010 2.348 -0.002
C -2.437 2.310 -0.041 -0.053
C -3.345 3.221 0.504 0.004
C -4.231 3.906 -0.313 0.001
C -4.227 3.698 -1.689 0.001
C -3.337 2.801 -2.251 -0.007
C -2.455 2.112 -1.421 0.038
P -1.178 0.975 -2.000 -0.047
C 0.203 1.997 -2.576 -0.016
C 1.487 1.875 -2.061 0.008
C 2.502 2.703 -2.517 0.005
C 2.237 3.656 -3.489 0.000
C 0.957 3.780 -4.011 0.001
C -0.057 2.954 -3.557 -0.010
C -1.812 0.147 -3.474 -0.039
C -3.150 -0.236 -3.530 0.009
C -3.616 -0.977 -4.603 0.002
C -2.744 -1.348 -5.618 -0.004
C -1.409 -0.974 -5.562 0.003
C -0.939 -0.227 -4.493 -0.002
H 0.017 3.341 1.812 0.000
H 0.772 2.877 0.293 -0.002
H 1.144 1.984 1.778 0.004
H -1.747 3.004 3.431 0.000
H -2.982 2.480 5.478 0.000
H -3.851 0.203 5.873 0.000
H -3.425 -1.585 4.224 0.000
H -3.303 -3.968 2.768 0.000
H -5.488 -4.929 2.195 0.000
H -6.866 -3.913 0.417 0.000
H -6.050 -1.916 -0.794 0.001
H -3.852 -0.959 -0.250 0.023
H -0.150 -1.060 3.948 0.000
H 1.455 -2.447 5.176 0.000
H 1.717 -4.844 4.613 0.000
H 0.353 -5.837 2.802 0.000
H -1.232 -4.460 1.550 -0.001
H -3.380 3.391 1.573 0.000
H -4.936 4.603 0.122 0.000
H -4.927 4.232 -2.318 0.000
H -3.345 2.625 -3.319 0.000
H 1.711 1.120 -1.320 0.009
H 3.503 2.594 -2.121 0.000
H 3.031 4.298 -3.847 0.000
H 0.748 4.517 -4.775 0.000
H -1.050 3.052 -3.979 0.000
H -3.832 0.033 -2.731 -0.003
H -4.657 -1.269 -4.645 0.000
H -3.109 -1.928 -6.456 0.000
H -0.729 -1.262 -6.353 0.000
H 0.106 0.052 -4.450 -0.001
O -1.853 -2.045 -1.563 0.009
S -1.150 -3.365 -1.360 -0.008
O -2.010 -4.447 -1.025 -0.001
O -0.131 -3.001 -0.325 -0.009
C -0.297 -3.786 -2.854 0.016
C -0.927 -4.764 -3.611 0.001
C -0.377 -5.184 -4.815 0.000
C 0.810 -4.631 -5.255 0.001
C 1.441 -3.649 -4.499 -0.001
C 0.902 -3.216 -3.301 -0.005
S 1.815 -1.921 -2.472 -0.003
O 2.513 -2.474 -1.343 0.007
O 2.594 -1.271 -3.481 -0.002
O 0.695 -0.999 -2.039 -0.006
H -1.845 -5.204 -3.250 0.000
H -0.879 -5.947 -5.393 0.000
H 1.253 -4.954 -6.187 0.000
H 2.360 -3.198 -4.848 0.000
C 3.457 -1.614 1.639 -0.001
C 2.199 -1.077 1.170 0.149
N 1.204 -0.649 0.795 -0.068
H 4.097 -0.798 1.972 0.003
H 3.913 -2.142 0.801 0.003
H 3.261 -2.302 2.461 0.002
```

Properties
Charge   +1
ΔE to the lowest compared entry with this formula, charge and spin   0.168 eV
Spin multiplicity   3
Gap between HOMO and LUMO (alpha / beta)   0.3275 / 0.2823 Eh

***

4.
The following is a DFT calculation (wB97M-V/def2-TZVPD) of a structure of composition C45H39AsCdN3O6PS3.

Structure (XYZ):
```
99
Properties=species:S:1:pos:R:3:lowdin_charge:R:1
Cd 1.152 -0.915 0.312 1.267
O 2.336 -1.247 6.372 0.040
C 1.867 -0.972 5.115 -0.304
C 2.358 0.099 4.380 0.041
C 1.864 0.302 3.105 -0.201
N 0.911 -0.470 2.596 0.073
C 0.430 -1.491 3.298 -0.180
C 0.885 -1.785 4.571 0.052
C -0.639 -2.339 2.589 -0.655
O -1.427 -2.961 3.315 -0.024
O -0.603 -2.282 1.332 -0.133
C 2.421 1.403 2.188 -0.671
O 3.057 2.314 2.744 -0.031
O 2.169 1.253 0.966 -0.154
H 2.980 -0.569 6.598 0.094
H 3.138 0.748 4.761 0.119
H 0.500 -2.638 5.112 0.123
S 1.696 -2.565 -4.142 0.256
C 1.677 -2.024 -2.556 -1.917
S 1.761 -3.080 -1.204 0.330
S 1.625 -0.335 -2.190 0.297
C 7.486 -3.033 0.589 -0.039
N 6.094 -3.124 0.179 -0.094
N 5.189 -2.928 1.230 0.049
C 4.200 -2.009 0.840 -0.415
O 3.276 -1.669 1.561 -0.016
C 4.556 -1.615 -0.505 0.024
C 5.675 -2.269 -0.847 -0.265
C 6.430 -2.215 -2.128 -0.017
C 5.041 -3.909 2.221 -0.168
C 4.318 -3.628 3.383 0.007
C 4.168 -4.602 4.355 -0.076
C 4.750 -5.853 4.203 -0.114
C 5.462 -6.133 3.046 -0.104
C 5.603 -5.175 2.055 -0.039
H 7.682 -3.759 1.375 0.072
H 7.731 -2.033 0.969 0.099
H 8.115 -3.256 -0.271 0.082
H 3.969 -0.933 -1.103 0.056
H 5.805 -1.738 -2.879 0.092
H 6.675 -3.223 -2.466 0.085
H 7.358 -1.646 -2.033 0.077
H 3.848 -2.664 3.499 0.099
H 3.588 -4.371 5.239 0.102
H 4.637 -6.610 4.968 0.090
H 5.900 -7.113 2.898 0.094
H 6.113 -5.420 1.134 0.105
C -1.452 3.073 -1.559 -0.410
C -2.926 3.219 -1.213 -0.459
As -3.880 4.426 -2.454 1.277
C -3.687 3.313 -4.056 -0.421
C -2.992 3.818 -5.151 -0.140
C -2.770 3.033 -6.274 -0.100
C -3.249 1.733 -6.314 -0.092
C -3.953 1.224 -5.231 -0.090
C -4.168 2.009 -4.110 -0.106
C -5.718 3.876 -2.034 -0.422
C -6.063 3.194 -0.871 -0.108
C -7.380 2.832 -0.622 -0.092
C -8.378 3.164 -1.525 -0.110
C -8.050 3.860 -2.681 -0.106
C -6.734 4.213 -2.929 -0.137
P -0.582 1.666 -0.660 1.022
C -1.718 0.307 -1.151 -0.412
C -2.385 -0.574 -0.305 -0.112
C -3.049 -1.683 -0.813 -0.081
C -3.054 -1.934 -2.173 -0.089
C -2.380 -1.072 -3.031 -0.093
C -1.717 0.030 -2.525 -0.156
C -0.972 2.268 1.036 -0.374
C -0.071 3.262 1.435 -0.130
C -0.129 3.826 2.697 -0.086
C -1.093 3.395 3.600 -0.106
C -1.998 2.420 3.218 -0.098
C -1.941 1.860 1.947 -0.094
H -0.908 3.990 -1.318 0.068
H -1.317 2.882 -2.627 0.053
H -3.030 3.611 -0.198 0.061
H -3.416 2.243 -1.252 0.053
H -2.612 4.834 -5.114 0.084
H -2.214 3.432 -7.113 0.095
H -3.063 1.111 -7.181 0.098
H -4.319 0.205 -5.252 0.101
H -4.710 1.597 -3.266 0.108
H -5.298 2.932 -0.151 0.091
H -7.623 2.284 0.280 0.100
H -9.405 2.882 -1.329 0.092
H -8.826 4.125 -3.390 0.094
H -6.480 4.751 -3.837 0.094
H -2.345 -0.452 0.764 0.069
H -3.519 -2.373 -0.125 0.105
H -3.550 -2.813 -2.566 0.094
H -2.329 -1.287 -4.091 0.100
H -1.137 0.649 -3.198 0.087
H 0.710 3.565 0.747 0.102
H 0.610 4.561 2.990 0.101
H -1.131 3.812 4.599 0.090
H -2.757 2.082 3.914 0.095
H -2.670 1.106 1.689 0.082
```

Properties
Charge   -2
ΔE to the lowest compared entry with this formula, charge and spin   0.302 eV
Gap between HOMO and LUMO   0.1872 Eh

***

5.
The following is a DFT calculation (wB97M-V/def2-TZVPD) of a structure of composition C45H39Cl3N4OP2S2Ti at a distorted geometry.

Structure (XYZ):
```
97
Properties=species:S:1:pos:R:3:lowdin_charge:R:1
Ti -1.038 1.057 -0.007 0.641
S -1.468 0.867 4.136 0.154
P -1.284 -0.653 2.900 0.347
C -0.285 -0.382 1.453 -0.588
P 0.908 -1.610 0.991 0.424
S 2.763 -1.105 1.468 0.245
C 0.702 -3.391 1.505 -0.302
C -0.272 -4.208 0.929 -0.101
C -0.375 -5.546 1.277 -0.094
C 0.504 -6.098 2.196 -0.111
C 1.502 -5.305 2.743 -0.094
C 1.605 -3.969 2.390 -0.125
C 0.811 -2.052 -0.792 -0.362
C 1.979 -2.467 -1.423 -0.110
C 1.932 -3.036 -2.688 -0.112
C 0.712 -3.202 -3.330 -0.114
C -0.456 -2.787 -2.705 -0.074
C -0.410 -2.222 -1.441 -0.118
C -2.910 -1.333 2.377 -0.324
C -4.005 -0.487 2.244 -0.115
C -5.200 -0.971 1.733 -0.088
C -5.314 -2.301 1.360 -0.115
C -4.231 -3.154 1.508 -0.091
C -3.034 -2.670 2.012 -0.110
C -0.616 -1.929 4.039 -0.361
C -1.375 -2.911 4.667 -0.085
C -0.808 -3.711 5.651 -0.101
C 0.505 -3.514 6.048 -0.117
C 1.248 -2.494 5.467 -0.098
C 0.691 -1.709 4.474 -0.142
H -0.935 -3.799 0.181 0.090
H -1.147 -6.162 0.830 0.096
H 0.429 -7.146 2.463 0.088
H 2.203 -5.728 3.454 0.095
H 2.406 -3.356 2.778 0.045
H 2.922 -2.335 -0.908 0.055
H 2.852 -3.357 -3.165 0.092
H 0.667 -3.657 -4.314 0.088
H -1.411 -2.903 -3.205 0.100
H -1.325 -1.914 -0.954 0.088
H -3.915 0.548 2.542 0.042
H -6.046 -0.304 1.613 0.098
H -6.241 -2.673 0.938 0.090
H -4.309 -4.197 1.222 0.094
H -2.190 -3.331 2.132 0.074
H -2.413 -3.051 4.397 0.095
H -1.405 -4.486 6.119 0.090
H 0.944 -4.149 6.810 0.087
H 2.271 -2.321 5.784 0.099
H 1.266 -0.912 4.019 0.075
Cl -4.116 3.931 -4.531 0.572
C -3.614 2.700 -3.384 -0.683
C -2.539 2.949 -2.529 -0.144
C -2.137 1.976 -1.641 -0.201
Cl -2.354 2.409 1.318 0.121
C -2.838 0.758 -1.580 -0.484
O -2.402 -0.087 -0.647 -0.251
C -3.878 0.517 -2.471 -0.586
Cl -4.687 -1.032 -2.498 0.632
C -4.280 1.494 -3.378 -0.168
H -2.040 3.913 -2.595 0.072
H -5.109 1.303 -4.045 0.089
N 5.334 2.781 -7.418 0.122
C 4.573 2.474 -6.608 -0.217
C 3.662 2.098 -5.590 -0.255
C 3.259 0.763 -5.437 -0.033
C 2.426 0.392 -4.408 -0.009
C 1.963 1.336 -3.476 -0.213
C 2.349 2.678 -3.655 -0.015
C 3.175 3.055 -4.687 -0.036
C 1.121 1.003 -2.390 -0.063
C 0.415 0.830 -1.409 -0.065
H 3.617 0.032 -6.151 0.112
H 2.122 -0.639 -4.295 0.101
H 1.977 3.412 -2.953 0.096
H 3.459 4.091 -4.820 0.111
C 2.330 5.661 -0.958 -0.081
N 1.129 5.286 -0.233 -0.180
C -0.079 5.797 -0.845 -0.078
C 1.073 3.971 0.270 -0.413
N 0.114 3.162 0.011 0.077
N 2.129 3.631 1.072 -0.158
C 2.161 2.273 1.595 -0.088
C 2.760 4.613 1.932 -0.074
H 2.208 5.502 -2.039 0.073
H 3.174 5.063 -0.626 0.083
H 2.550 6.721 -0.796 0.082
H -0.019 6.887 -0.878 0.084
H -0.943 5.515 -0.245 0.096
H -0.224 5.431 -1.873 0.083
H -0.537 3.530 -0.672 0.014
H 2.009 1.569 0.786 0.022
H 1.384 2.104 2.348 0.089
H 3.140 2.085 2.029 0.074
H 2.426 5.617 1.680 0.074
H 3.848 4.557 1.828 0.082
H 2.500 4.413 2.977 0.090
```

Properties
Charge   -2
ΔE to the lowest compared entry with this formula, charge and spin   0.637 eV
Gap between HOMO and LUMO   0.2129 Eh

***

In eV, the calculated total energy values for the records above are, in order, -113129.5756; -110547.4775; -111036.7171; -171255.0290; -156239.7281.